No. 1
Molecular formula: C36H28Cl3F3MnN4O6Si
Method: DFT, the ωB97M-V functional and the def2-TZVPD basis

Each line ends with the Löwdin charge.
Element x y z (Å)
1 Mn 0.010 1.750 -0.384  0.887
2 O -1.806 2.582 5.667  0.094
3 C -2.221 1.351 5.488  -0.534
4 O -2.798 0.726 6.355  0.023
5 C -1.937 0.741 4.150  -0.051
6 C -2.249 -0.558 3.785  -0.560
7 Cl -2.915 -1.784 4.770  0.777
8 N -1.850 -0.745 2.494  -0.035
9 N -1.284 0.375 2.023  0.134
10 C -1.333 1.272 2.975  -0.140
11 C -0.760 2.639 2.658  -0.556
12 O -0.755 3.483 3.589  0.026
13 O -0.363 2.797 1.496  -0.040
14 C -1.892 -1.855 1.586  -0.156
15 C -2.724 -2.955 1.756  -0.063
16 C -2.710 -3.973 0.811  -0.106
17 C -1.882 -3.905 -0.298  -0.068
18 C -1.065 -2.796 -0.466  -0.065
19 C -1.070 -1.772 0.465  -0.017
20 H -1.345 2.961 4.811  0.044
21 H -3.393 -3.027 2.594  0.053
22 H -3.368 -4.822 0.950  0.091
23 H -1.887 -4.695 -1.039  0.098
24 H -0.431 -2.707 -1.341  0.056
25 H -0.464 -0.890 0.310  0.076
26 C -3.846 1.759 -2.647  -0.175
27 Si -3.193 0.803 -1.158  0.408
28 C -4.330 -0.715 -0.931  -0.165
29 C -3.489 1.838 0.377  -0.166
30 N -1.533 0.360 -1.320  -0.082
31 C -1.194 -0.654 -2.155  -0.325
32 C -2.044 -1.247 -3.125  -0.041
33 C -1.679 -2.324 -3.918  -0.110
34 C -0.423 -2.896 -3.801  -0.116
35 C 0.456 -2.350 -2.866  -0.078
36 C 0.087 -1.269 -2.093  -0.266
37 O 0.920 -0.764 -1.093  -0.054
38 C 2.212 -1.220 -1.032  -0.288
39 C 2.587 -1.998 0.051  -0.004
40 C 3.913 -2.391 0.186  -0.085
41 C 4.852 -2.020 -0.766  -0.103
42 C 4.458 -1.257 -1.859  -0.073
43 C 3.139 -0.855 -1.999  -0.006
44 H -4.941 1.780 -2.664  0.019
45 H -3.495 1.318 -3.582  0.017
46 H -3.476 2.785 -2.611  0.011
47 H -5.025 -0.529 -0.107  0.020
48 H -3.747 -1.607 -0.682  0.010
49 H -4.922 -0.947 -1.820  0.016
50 H -4.360 2.482 0.230  0.036
51 H -2.641 2.484 0.603  0.001
52 H -3.682 1.194 1.240  0.018
53 H -3.033 -0.834 -3.256  0.072
54 H -2.389 -2.713 -4.640  0.090
55 H -0.125 -3.742 -4.407  0.084
56 H 1.436 -2.789 -2.734  0.121
57 H 1.841 -2.264 0.791  0.120
58 H 4.211 -2.981 1.044  0.098
59 H 5.888 -2.313 -0.650  0.092
60 H 5.187 -0.946 -2.596  0.103
61 H 2.817 -0.234 -2.825  0.137
62 Cl 3.972 3.399 -3.160  0.651
63 C 4.073 2.722 -1.560  -0.593
64 C 5.318 2.661 -0.935  -0.156
65 C 5.460 2.086 0.296  -0.624
66 Cl 7.055 2.010 1.029  0.608
67 C 4.345 1.543 0.973  -0.180
68 C 4.402 0.912 2.232  -0.037
69 C 3.263 0.393 2.773  -0.049
70 C 2.052 0.514 2.070  -0.123
71 N 1.953 1.115 0.907  0.106
72 C 3.078 1.624 0.345  -0.120
73 C 2.899 2.210 -0.980  -0.413
74 O 1.770 2.191 -1.543  -0.110
75 H 6.184 3.062 -1.446  0.095
76 H 5.349 0.845 2.752  0.082
77 H 3.274 -0.100 3.736  0.101
78 H 1.141 0.109 2.477  0.100
79 F -2.027 4.028 -1.080  -0.054
80 C -0.763 3.495 -1.373  -0.525
81 F 0.053 4.601 -1.143  -0.032
82 F -0.800 3.441 -2.759  -0.029

Cartesian forces (eV/Å) of the 2 atoms listed first:
-0.324 -0.649 0.002
0.044 -0.031 -0.072

Summary:
Frontier orbital gap (alpha / beta) = 5.82 / 6.14 eV
Charge = -2
HOMO energy (alpha / beta) = -1.88 / -2.21 eV
Maximum force = 2.37 eV/A
2S+1 = 6
Molecular weight = 859.02 Da
ΔE to the lowest compared entry with this formula, charge and spin = 16.1 kcal per mole


No. 2
Molecular formula: C31H54NO15
Method: DFT, the ωB97M-V functional and the def2-TZVPD basis

Each line ends with the Löwdin charge.
Element x y z (Å)
1 C 2.565 0.518 0.797  -0.102
2 C 1.637 1.356 -0.143  -0.245
3 C 1.184 0.572 -1.429  -0.194
4 C 0.472 -0.782 -1.104  -0.218
5 C -0.518 -0.673 0.108  -0.197
6 C -1.252 -2.055 0.278  -0.199
7 C -0.929 -2.801 1.609  -0.168
8 C 0.612 -3.035 1.847  -0.113
9 C 1.023 -4.554 1.743  -0.223
10 N 0.747 -4.945 0.328  0.083
11 C 1.473 -6.154 -0.139  -0.107
12 C 3.015 -5.872 -0.015  -0.138
13 C 3.323 -5.845 1.536  -0.141
14 C 2.528 -4.642 2.165  -0.255
15 C 2.539 -4.871 3.739  -0.163
16 C 3.004 -3.616 4.550  -0.240
17 C 4.415 -3.068 4.141  -0.090
18 H 3.640 0.707 0.601  0.081
19 H 2.434 -0.583 0.671  0.046
20 H 2.297 0.721 1.857  0.076
21 H 2.236 2.216 -0.527  0.109
22 H 0.775 1.818 0.385  0.079
23 H 0.572 1.195 -2.113  0.095
24 H 2.112 0.325 -1.998  0.115
25 H -0.084 -1.171 -1.984  0.114
26 H 1.238 -1.552 -0.852  0.081
27 H -0.022 -0.415 1.065  0.102
28 H -1.254 0.130 -0.116  0.114
29 H -1.093 -2.680 -0.635  0.102
30 H -2.345 -1.839 0.295  0.116
31 H -1.327 -2.190 2.446  0.121
32 H -1.451 -3.785 1.598  0.095
33 H 1.136 -2.521 0.999  0.091
34 H 1.000 -2.560 2.767  0.115
35 H 0.327 -5.098 2.409  0.142
36 H -0.262 -5.176 0.281  0.153
37 H 0.862 -4.167 -0.331  0.171
38 H 1.268 -6.248 -1.227  0.141
39 H 1.195 -7.082 0.388  0.142
40 H 3.254 -4.883 -0.466  0.124
41 H 3.599 -6.646 -0.544  0.121
42 H 2.964 -6.792 1.999  0.122
43 H 4.411 -5.710 1.676  0.122
44 H 3.036 -3.688 1.909  0.138
45 H 1.546 -5.199 4.110  0.111
46 H 3.264 -5.685 3.974  0.117
47 H 2.190 -2.865 4.513  0.090
48 H 3.082 -3.944 5.613  0.108
49 H 4.355 -1.996 3.853  0.074
50 H 4.793 -3.656 3.275  0.065
51 H 5.126 -3.102 4.992  0.078
52 C -1.163 -8.716 3.675  -0.109
53 C -2.080 -7.811 4.451  -0.105
54 O -2.114 -6.634 3.639  0.072
55 C -1.804 -7.002 2.378  -0.567
56 O -1.909 -6.287 1.425  0.131
57 O -1.362 -8.276 2.328  0.071
58 H -1.419 -9.768 3.783  0.142
59 H -0.112 -8.577 3.941  0.134
60 H -3.092 -8.211 4.536  0.142
61 H -1.704 -7.586 5.447  0.140
62 C -1.094 3.373 -3.909  -0.119
63 C -0.748 4.597 -3.108  -0.127
64 O -0.574 5.596 -4.115  0.033
65 C -1.280 5.200 -5.205  -0.560
66 O -1.481 5.880 -6.155  0.175
67 O -1.726 3.925 -5.063  0.068
68 H -1.768 2.702 -3.379  0.133
69 H -0.209 2.812 -4.226  0.129
70 H -1.549 4.900 -2.440  0.084
71 H 0.166 4.472 -2.525  0.135
72 C -2.426 4.617 1.819  -0.111
73 C -1.398 3.869 1.016  -0.124
74 O -1.755 4.186 -0.330  0.039
75 C -2.441 5.364 -0.296  -0.532
76 O -2.742 6.001 -1.261  0.143
77 O -2.741 5.721 0.972  0.087
78 H -2.043 4.960 2.778  0.140
79 H -3.333 4.032 1.989  0.139
80 H -0.381 4.221 1.203  0.139
81 H -1.437 2.794 1.183  0.124
82 C 1.951 6.917 -3.184  -0.132
83 C 2.835 8.019 -3.699  -0.113
84 O 3.861 8.086 -2.708  0.068
85 C 3.915 6.880 -2.091  -0.570
86 O 4.767 6.550 -1.333  0.163
87 O 2.866 6.098 -2.452  0.051
88 H 1.479 6.352 -3.980  0.116
89 H 1.180 7.283 -2.501  0.139
90 H 3.289 7.776 -4.663  0.137
91 H 2.312 8.970 -3.785  0.137
92 C -5.256 5.807 -3.251  -0.125
93 C -5.983 7.097 -3.509  -0.118
94 O -7.174 6.659 -4.162  0.066
95 C -7.389 5.369 -3.800  -0.568
96 O -8.381 4.762 -4.035  0.167
97 O -6.320 4.863 -3.133  0.059
98 H -4.659 5.836 -2.342  0.102
99 H -4.615 5.514 -4.088  0.135
100 H -6.255 7.617 -2.586  0.135
101 H -5.418 7.778 -4.144  0.136

Cartesian forces (eV/Å) of the 2 atoms listed first:
-0.479 -0.313 0.110
0.481 0.201 -0.990

Summary:
Frontier orbital gap = 9.46 eV
Charge = +1
HOMO energy = -11.85 eV
Maximum force = 2.82 eV/A
2S+1 = 1
Molecular weight = 680.77 Da


> The highest maximum force belongs to which entry?

C31H54NO15


> Number 2 is which compound?

C31H54NO15


> Look up the molecular weight of the second one.

680.77 Da


> The highest 2S+1 belongs to which entry?

C36H28Cl3F3MnN4O6Si